Density functional theory data (the ωB97M-V functional and the def2-TZVPD basis) for an isolated molecule of CH4N4S in a non-equilibrium geometry.

```
10
Properties=species:S:1:pos:R:3:forces:R:3:mulliken_charge:R:1
C -1.624933 0.252713 0.430910 0.052 2.857 1.912 -0.757
N 1.820108 -0.973984 0.167449 1.622 -0.328 0.559 0.201
N 1.518066 -0.686818 1.250981 -0.837 0.140 -0.229 -0.281
N 0.845624 0.830212 -0.884126 0.045 0.970 0.071 -0.357
N 1.403917 -0.462210 -0.988340 -3.325 1.685 -0.163 -0.018
S 0.008360 1.200389 0.421422 -0.009 -1.481 -0.605 0.055
H -2.285051 0.590721 -0.356542 0.102 0.073 -0.221 0.296
H -2.102344 0.441470 1.435923 0.468 0.065 -0.993 0.288
H -1.414811 -0.742794 0.412067 0.516 -2.862 -0.425 0.276
H 1.831066 -0.449699 -1.889742 1.367 -1.120 0.093 0.298
```
Positions in Å, forces in eV/Å.

* energy: -17892.5308 eV
* HOMO level: -8.11 eV

=====

Density functional theory data (the ωB97M-V functional and the def2-TZVPD basis) for an isolated molecule of C2H2N4O in a non-equilibrium geometry.

```
9
Properties=species:S:1:pos:R:3:forces:R:3:mulliken_charge:R:1
C -0.907163 0.335429 -0.092189 2.489 2.550 0.734 0.593
C 1.089973 -0.853519 0.018845 2.612 1.572 -0.751 0.144
H -2.505610 -0.516958 0.244326 -0.732 -1.535 -0.131 0.261
H 1.734530 -1.805764 -0.005239 -2.068 1.003 0.175 0.365
N -2.115978 0.362563 0.050233 -1.547 2.175 0.199 -0.578
N -0.066164 1.597164 -0.070499 0.094 -1.742 -0.614 -0.064
N 1.180887 1.484136 -0.040902 -1.176 -0.188 0.187 -0.162
N 1.826982 0.210244 0.048994 -0.894 -0.876 0.215 -0.240
O -0.237459 -0.813291 -0.153569 1.223 -2.959 -0.015 -0.319
```
Positions in Å, forces in eV/Å.

* energy: -10110.6762 eV
* SMILES string: [H]/N=c1/nnnco1
* HOMO level: -10.19 eV

=====

Density functional theory data (the ωB97M-V functional and the def2-TZVPD basis) for the ion C10H12NO with charge +1 in a non-equilibrium geometry.

```
24
Properties=species:S:1:pos:R:3:forces:R:3:mulliken_charge:R:1
C 1.907168 -2.023263 0.412231 1.432 1.195 -1.646 -0.812
C 2.913034 -1.150804 -0.138048 0.071 -2.175 1.740 -0.453
C 0.666374 -1.441854 0.644975 0.493 -1.477 -0.795 -0.221
C 2.773789 0.170615 -0.362220 -2.617 1.944 0.575 -0.791
C 0.505723 -0.108270 0.387714 -0.212 1.593 0.163 0.433
C 1.517324 0.739425 -0.061994 -0.115 -1.690 -1.513 0.181
C -0.504854 1.954872 0.069030 -0.154 2.521 -0.641 -0.865
C -0.728070 0.692631 0.432856 -0.031 -1.291 0.516 0.368
C 0.975156 2.106896 -0.352041 -1.273 -2.102 1.659 -0.697
C -2.982713 -0.418309 -0.310290 -0.707 0.297 1.182 -0.296
N -2.047929 0.070794 0.886001 0.546 2.274 0.330 -0.047
O -2.365353 -1.473606 -0.863527 0.380 -0.486 -1.063 -0.444
H 2.278700 -3.073737 0.343499 -1.308 0.757 0.755 0.331
H 3.858226 -1.635903 -0.208050 0.733 -0.067 -0.660 0.390
H -0.236464 -2.002618 0.673081 -0.494 -0.861 0.800 0.337
H 3.419741 0.888774 -0.780986 1.561 0.021 -0.494 0.496
H -1.176720 2.847486 -0.221802 0.710 -1.826 1.082 0.338
H 1.722515 2.674225 0.132595 -0.107 1.876 1.202 0.412
H 0.859680 2.511082 -1.307302 0.603 0.016 -2.154 0.338
H -3.797585 -0.877930 0.283463 -0.152 0.816 -0.622 0.386
H -3.316440 0.497189 -0.986584 1.034 -1.841 1.554 0.295
H -1.930107 -0.625488 1.729619 -0.232 1.444 -2.279 0.474
H -2.483628 0.952421 1.237504 -0.173 -1.121 0.288 0.490
H -1.827559 -1.274629 -1.639726 0.014 0.182 0.021 0.357
```
Positions in Å, forces in eV/Å.

* energy: -14093.2081 eV
* charge: +1
* SMILES string: OC[NH2+]C1=CCc2ccccc21
* HOMO level: -12.26 eV

=====

Density functional theory data (the ωB97M-V functional and the def2-TZVPD basis) for a structure of composition C66H85KN5O4P4S3SbSe4 in a non-equilibrium geometry.

```
173
Properties=species:S:1:pos:R:3:forces:R:3:mulliken_charge:R:1
K 1.613144 -0.308266 -1.085255 -0.637 -1.233 -0.020 1.261
C -2.932716 0.157815 -1.707403 0.012 -0.068 -0.216 -0.811
P -1.286408 -0.001756 -2.536063 -0.705 0.160 -0.049 1.033
C -1.664895 -1.443088 -3.620150 0.133 0.018 -0.021 -1.876
C -1.522675 1.312326 -3.823533 0.093 -0.172 -0.063 0.115
C -0.388736 1.217596 -4.840033 -0.013 0.085 0.218 -1.771
P 1.260694 1.347482 -3.982401 0.235 0.048 -0.840 1.423
C 2.276340 0.849226 -5.418277 -0.114 0.150 0.159 -1.093
C 1.467254 3.196648 -4.102991 -0.127 -0.074 0.130 -1.224
H -3.047657 -0.674066 -1.011642 -0.116 0.068 -0.107 -0.010
H -3.752617 0.157019 -2.431620 -0.037 0.048 0.007 0.562
H -2.941420 1.084775 -1.130108 -0.064 -0.009 0.049 -0.064
H -2.360011 -1.169423 -4.418354 -0.010 -0.018 0.005 0.522
H -2.108085 -2.219246 -2.999978 -0.042 -0.110 -0.025 0.454
H -0.741291 -1.832480 -4.053345 -0.046 -0.044 -0.043 0.449
H -1.490504 2.281898 -3.327430 -0.050 0.017 -0.070 -0.920
H -2.509783 1.203227 -4.290199 -0.013 0.020 0.056 0.765
H -0.473950 1.983147 -5.618201 -0.009 -0.041 -0.042 0.639
H -0.405641 0.242906 -5.333813 0.018 0.016 -0.041 0.386
H 1.982926 1.385980 -6.326205 0.001 0.033 -0.001 0.467
H 2.143899 -0.223206 -5.572053 0.135 -0.022 -0.065 0.174
H 3.336173 1.016884 -5.220865 0.052 -0.111 -0.071 -0.009
H 1.009061 3.582432 -5.018437 0.023 0.054 -0.016 0.675
H 2.532740 3.422870 -4.122332 0.014 0.021 0.022 0.383
H 1.027463 3.687773 -3.229465 0.015 0.057 -0.035 -0.264
C 4.880658 0.141953 2.141483 -0.079 0.001 -0.062 -1.859
P 4.341035 -0.616700 0.525390 0.716 0.201 0.016 1.071
C 5.572336 0.235876 -0.538269 -0.106 0.033 -0.078 -1.093
C 5.191736 -2.250002 0.616617 -0.106 -0.132 0.037 0.292
C 6.515082 -2.349445 1.048707 -0.002 -0.025 0.025 -0.640
C 7.199301 -3.548771 0.988147 0.054 -0.012 0.036 -0.883
C 6.562681 -4.681403 0.499703 -0.020 -0.061 0.042 -0.895
C 5.242321 -4.605199 0.099208 -0.006 0.003 0.070 -0.697
C 4.539495 -3.400821 0.156350 0.023 0.153 0.106 -0.190
P 2.767434 -3.330684 -0.360712 0.230 -0.552 -0.297 1.756
C 2.122925 -4.578971 0.872845 0.072 0.097 0.075 -1.038
C 2.796818 -4.463604 -1.823993 -0.110 -0.085 0.137 -1.793
H 5.916921 0.483955 2.109077 0.019 -0.034 0.026 0.593
H 4.754000 -0.566710 2.956914 0.050 0.039 0.055 0.416
H 4.234713 1.002487 2.336197 0.037 0.031 0.025 0.250
H 6.591654 0.062716 -0.189259 0.004 0.048 0.048 0.573
H 5.350134 1.304665 -0.530974 0.060 0.006 0.012 0.266
H 5.463692 -0.144053 -1.556246 -0.001 0.019 -0.014 0.034
H 7.030428 -1.471010 1.420448 -0.011 0.030 -0.046 0.261
H 8.238076 -3.598238 1.293122 -0.006 0.008 0.017 0.371
H 7.099259 -5.619632 0.428417 0.003 0.006 -0.048 0.367
H 4.753126 -5.493974 -0.281474 0.010 0.016 -0.051 0.315
H 2.778422 -5.449427 0.936843 -0.046 -0.050 0.016 0.517
H 1.133520 -4.895132 0.537147 -0.016 -0.051 0.035 0.145
H 2.025734 -4.129959 1.863602 -0.030 -0.057 0.006 -0.059
H 2.579272 -5.497211 -1.532630 0.039 -0.007 0.029 0.516
H 3.768666 -4.401646 -2.310830 -0.035 0.050 -0.111 0.454
H 2.051597 -4.121850 -2.540131 0.075 -0.009 -0.079 0.346
S -0.374843 -3.033778 -1.017663 -0.474 -0.148 0.530 0.299
C -1.492867 -3.470112 0.123139 0.734 -0.998 -1.546 0.080
N -2.092343 -4.701410 0.117677 0.075 0.417 0.407 0.513
C -3.207194 -4.919394 1.013698 -0.033 0.097 0.309 -0.903
C -2.787730 -4.461062 2.395983 -0.017 -0.314 -0.128 -0.680
N -2.452370 -3.053917 2.331390 0.181 -0.070 -0.522 0.674
C -2.843989 -2.219975 3.461359 0.090 0.003 -0.057 -1.265
C -4.335969 -1.990927 3.482726 -0.010 -0.091 -0.049 1.140
C -5.171179 -2.748730 4.297373 0.027 0.055 0.038 -0.231
C -6.551009 -2.618203 4.214173 -0.066 -0.001 0.024 -0.801
C -7.109526 -1.718858 3.319450 0.002 0.017 0.037 -0.369
C -6.281710 -0.935041 2.525922 -0.010 0.031 -0.023 -0.974
C -4.905054 -1.067869 2.605281 0.030 0.020 0.020 -0.363
C -1.862439 -2.537570 1.207203 -0.534 1.354 1.243 -1.319
S -1.564719 -0.916862 1.052653 0.073 -0.381 0.121 0.630
C -1.648312 -5.817692 -0.707371 -0.065 0.044 -0.213 -1.351
C -2.613970 -6.137104 -1.825132 -0.009 0.027 -0.025 0.369
C -2.538117 -5.420077 -3.016426 0.035 0.057 0.033 -0.044
C -3.441050 -5.653205 -4.040529 -0.005 -0.021 0.013 -0.851
C -4.421177 -6.625541 -3.891253 -0.039 -0.013 -0.034 -0.393
C -4.493782 -7.359118 -2.717083 -0.018 -0.015 0.001 -0.655
C -3.592772 -7.114732 -1.689516 -0.006 0.017 0.064 -0.266
H -3.471376 -5.975534 1.015321 0.042 -0.005 -0.018 0.459
H -4.086872 -4.345150 0.698103 -0.009 -0.091 -0.045 0.225
H -1.924315 -5.055081 2.722647 -0.041 0.038 0.088 0.268
H -3.601802 -4.603779 3.106756 -0.012 0.054 0.000 0.476
H -2.313760 -1.276896 3.338450 0.036 0.009 0.137 -0.601
H -2.511983 -2.710278 4.382031 -0.004 -0.046 -0.032 0.573
H -4.742253 -3.442550 5.012964 0.037 -0.035 -0.044 0.411
H -7.189955 -3.225476 4.843506 0.006 0.014 0.015 0.406
H -8.185417 -1.620436 3.248714 0.002 -0.001 -0.007 0.392
H -6.710566 -0.220276 1.834791 0.002 0.003 0.006 0.456
H -4.253848 -0.460558 1.987951 -0.007 -0.034 -0.043 0.594
H -1.524056 -6.688677 -0.055755 0.007 0.028 -0.002 0.591
H -0.684259 -5.538275 -1.127296 0.054 -0.076 0.068 0.505
H -1.753301 -4.683785 -3.128358 0.009 0.088 -0.042 0.543
H -3.374738 -5.078860 -4.955527 0.032 -0.028 -0.008 0.434
H -5.119162 -6.820115 -4.695959 -0.010 0.011 0.008 0.367
H -5.250283 -8.125262 -2.598909 0.006 -0.004 -0.014 0.358
H -3.652864 -7.698114 -0.776273 0.033 0.000 0.003 0.321
C 4.699996 2.256458 -3.028795 -0.139 -0.066 -0.032 -1.222
N 4.177868 3.192579 -2.029173 -0.060 -0.044 0.012 1.120
C 4.720153 4.532182 -2.104534 0.005 0.030 0.155 -0.665
C 4.531865 5.281401 -0.798197 -0.133 -0.092 -0.085 -0.986
C 3.074999 5.157187 -0.388948 0.164 0.018 -0.007 -0.414
N 2.719111 3.759827 -0.289292 -0.122 0.044 0.081 0.767
C 1.803973 3.378472 0.766269 0.098 -0.029 -0.147 -1.147
C 3.188542 2.810119 -1.177594 0.174 0.081 -0.123 -0.851
O 2.732076 1.666598 -1.167773 0.699 1.477 0.285 -0.128
H 4.615636 2.670489 -4.036019 -0.022 0.046 0.030 0.686
H 4.143999 1.320919 -2.982344 0.111 -0.097 -0.068 -0.136
H 5.754495 2.042319 -2.855132 -0.020 -0.002 0.020 0.401
H 4.243930 5.084608 -2.927811 0.038 -0.002 -0.013 0.298
H 5.781813 4.440757 -2.344166 -0.017 0.022 -0.048 0.392
H 4.815253 6.328756 -0.915305 0.023 0.003 0.002 0.388
H 5.155648 4.828470 -0.024043 0.029 0.043 0.012 0.370
H 2.433335 5.676021 -1.116055 0.017 0.032 0.044 -0.059
H 2.907067 5.622620 0.585228 -0.037 -0.008 0.000 0.463
H 0.879196 3.956985 0.709648 -0.015 -0.004 0.064 0.110
H 2.263995 3.548619 1.746138 -0.030 -0.002 0.024 0.357
H 1.565772 2.323866 0.667856 -0.018 0.002 0.041 0.148
C -2.838935 -0.362488 6.731004 -0.033 -0.163 0.026 -0.824
O -2.189239 0.899408 6.679244 0.062 0.109 -0.034 -0.561
C -2.569521 1.667562 5.594054 0.095 -0.150 -0.113 0.855
C -3.757481 2.375074 5.674460 -0.103 0.102 0.079 -0.315
C -4.192525 3.169079 4.628134 0.106 -0.036 -0.065 -0.899
C -3.427356 3.222739 3.470819 -0.122 0.062 -0.072 -0.395
C -2.251666 2.507322 3.372613 0.138 -0.078 -0.010 -0.584
C -1.782491 1.728759 4.433218 -0.465 0.299 0.143 -0.340
N -0.586786 1.042231 4.239222 0.338 -0.267 -0.298 0.702
C 0.171347 0.423498 5.139489 0.272 -0.147 0.015 -0.630
C 1.212016 -0.415987 4.780513 -0.116 0.229 -0.238 0.346
C 1.936075 -1.096052 5.804354 0.179 -0.270 0.143 -0.937
C 2.830821 -2.070646 5.503482 -0.157 0.153 0.399 -1.210
C 3.061035 -2.413912 4.141408 -0.126 0.102 -0.295 -0.200
C 2.450233 -1.747612 3.129017 0.266 -0.374 -0.020 -0.765
C 1.525889 -0.675771 3.372709 -0.230 0.129 -0.175 0.556
O 1.011276 -0.037162 2.422791 -0.076 0.138 0.565 -0.261
H -2.414299 -0.896326 7.579838 -0.007 -0.010 -0.023 0.356
H -2.664839 -0.935231 5.814919 0.013 0.059 0.045 0.202
H -3.917771 -0.253910 6.877180 0.021 0.048 -0.040 0.320
H -4.336155 2.290626 6.586622 0.038 0.011 0.018 0.470
H -5.110674 3.735340 4.709699 -0.014 -0.032 0.014 0.404
H -3.749380 3.824319 2.630997 0.006 -0.003 -0.041 0.486
H -1.677325 2.531006 2.456712 0.066 0.053 -0.136 0.519
H -0.225130 0.881918 3.275429 -0.169 0.017 0.002 -0.199
H -0.065467 0.575817 6.182728 -0.038 -0.026 0.024 0.618
H 1.737629 -0.824186 6.836611 -0.021 -0.043 0.004 0.436
H 3.358332 -2.596861 6.288220 0.009 0.026 0.002 0.385
H 3.758748 -3.212175 3.915433 0.013 0.011 -0.097 0.562
H 2.654382 -1.980098 2.091223 -0.062 0.018 0.028 0.521
Se 6.718221 -3.696397 -4.585264 -0.242 0.231 0.050 -0.811
Sb 5.145600 -1.847921 -5.126510 0.200 -0.188 -0.402 0.486
Se 3.652850 -1.485629 -3.145811 -0.280 0.038 0.371 -0.173
Se 3.640180 -2.393903 -7.036560 0.094 0.043 0.232 -0.845
Se 6.303088 0.328308 -5.522182 -0.095 -0.123 0.112 -0.837
O -1.520177 3.150304 -0.018306 -0.135 -0.406 0.624 -0.206
S -1.185868 3.773542 -1.311394 -0.297 0.919 -0.244 1.211
C -0.834598 5.523442 -0.937818 0.066 -0.092 -0.128 0.353
C -0.255655 6.332974 -1.903432 -0.046 -0.164 -0.067 -0.445
C -0.100207 7.685752 -1.647367 0.008 0.079 0.022 -0.583
C -0.492345 8.211010 -0.422905 0.074 -0.029 0.024 -0.595
C -1.028110 7.380642 0.553719 0.055 0.089 -0.047 -0.749
C -1.206653 6.030777 0.294063 -0.051 -0.177 0.056 -0.562
C -2.799576 4.216865 -2.046288 0.096 -0.071 -0.025 0.634
C -2.883263 4.764467 -3.317239 0.133 -0.083 -0.006 -0.381
C -4.121330 5.137785 -3.812986 -0.007 0.060 0.003 -0.786
C -5.263523 4.954729 -3.044038 -0.044 -0.016 0.023 -0.576
C -5.171569 4.380349 -1.783918 -0.024 0.059 -0.118 -0.719
C -3.933338 4.004645 -1.285282 0.117 -0.137 0.117 -0.612
H 0.062952 5.906200 -2.847996 0.022 0.029 -0.008 0.261
H 0.328548 8.331947 -2.402542 0.034 -0.019 0.005 0.453
H -0.359816 9.266712 -0.223201 -0.012 0.001 0.004 0.379
H -1.306253 7.792400 1.515436 -0.030 -0.033 0.012 0.441
H -1.637135 5.356881 1.026339 0.029 0.026 0.011 0.481
H -1.989200 4.887096 -3.917165 0.000 0.023 -0.030 0.369
H -4.195695 5.581048 -4.797528 0.008 -0.046 -0.021 0.444
H -6.228643 5.248931 -3.436523 -0.002 0.000 0.004 0.382
H -6.065181 4.226199 -1.192696 0.011 -0.033 0.011 0.448
H -3.824101 3.529919 -0.318474 -0.018 0.030 0.054 0.347
```
Positions in Å, forces in eV/Å.

* energy: -439374.1584 eV
* charge: -2
* HOMO level: -0.06 eV